[1]
The following is a DFT calculation (ωB97M-V with the def2-TZVPD basis set) of 6 unconnected molecules or ions with the total composition H12O6.

```
! RIJCOSX wB97M-V def2-TZVPD def2/J DEFGRID3
* xyz 0 1
O 1.615 -1.920 -1.187
H 2.369 -1.655 -1.732
H 0.840 -1.470 -1.604
O -0.445 -0.606 -2.323
H -1.123 -0.345 -1.653
H -0.941 -1.106 -2.983
O -2.402 -0.002 -0.542
H -2.146 0.717 0.088
H -2.621 -0.750 0.031
O 1.898 -0.895 1.300
H 1.379 -1.510 1.830
H 1.846 -1.265 0.381
O -1.641 1.891 1.225
H -1.759 2.750 0.804
H -0.661 1.805 1.345
O 1.028 1.663 1.428
H 1.338 0.728 1.343
H 1.427 1.971 2.250
*
```

The total energy is -12481.057 eV. The value obtained for the energy above the lowest of the compared OMol25 structures with the same formula, charge and spin is 1.3 kcal/mol. For the highest occupied orbital energy, the calculation gives -11.457 eV. The calculation puts the frontier orbital gap at 12.14 eV. As for the structure (SMILES): O.O.O.O.O.O.


[2]
The following is a DFT calculation (ωB97M-V with the def2-TZVPD basis set) of 6 unconnected molecules or ions with the total composition H12O6.

```
! RIJCOSX wB97M-V def2-TZVPD def2/J DEFGRID3
* xyz 0 1
O -0.106 -1.912 0.812
H -0.405 -1.031 1.064
H 0.318 -1.780 -0.044
O -4.288 -1.572 -0.436
H -4.000 -1.053 -1.196
H -4.759 -0.938 0.116
O 1.788 1.565 0.072
H 1.422 2.362 -0.328
H 2.054 1.846 0.954
O -0.683 1.366 -1.426
H -0.558 0.685 -2.097
H -1.454 1.068 -0.931
O -0.995 1.015 1.875
H -0.709 1.392 1.036
H -1.946 1.172 1.891
O 4.943 -1.561 -0.138
H 4.199 -1.893 -0.652
H 5.178 -0.733 -0.572
*
```

The total energy is -12479.415 eV. The value obtained for the energy above the lowest of the compared OMol25 structures with the same formula, charge and spin is 39.2 kcal/mol. For the highest occupied orbital energy, the calculation gives -10.959 eV. The calculation puts the frontier orbital gap at 10.83 eV. As for the structure (SMILES): O.O.O.O.O.O.


[3]
The following is a DFT calculation (ωB97M-V with the def2-TZVPD basis set) of 6 unconnected molecules or ions with the total composition H12O6 in a non-equilibrium geometry.

```
! RIJCOSX wB97M-V def2-TZVPD def2/J DEFGRID3
* xyz 0 1
O -0.806 0.875 -3.029
H -0.305 1.548 -2.603
H -1.495 0.620 -2.474
O -1.825 0.741 -0.011
H -2.680 0.934 0.085
H -1.297 1.597 0.276
O 2.183 1.810 0.318
H 2.140 2.857 0.341
H 1.807 1.602 1.133
O 1.116 -3.400 0.238
H 2.081 -3.571 0.410
H 0.960 -2.402 -0.068
O -1.256 -0.541 2.566
H -0.683 -1.373 2.692
H -1.798 -0.660 1.712
O 0.721 -0.610 -0.594
H 1.321 0.083 -0.639
H -0.187 -0.106 -0.350
*
```

The total energy is -12478.577 eV. The value obtained for the energy above the lowest of the compared OMol25 structures with the same formula, charge and spin is 58.5 kcal/mol. For the highest occupied orbital energy, the calculation gives -10.388 eV. The calculation puts the frontier orbital gap at 10.10 eV. As for the structure (SMILES): O.O.O.O.O.O.


[4]
The following is a DFT calculation (ωB97M-V with the def2-TZVPD basis set) of 6 unconnected molecules or ions with the total composition H12O6.

```
! RIJCOSX wB97M-V def2-TZVPD def2/J DEFGRID3
* xyz 0 1
O 0.006 0.929 1.303
H 0.501 1.511 0.715
H -0.854 0.843 0.877
O -1.760 -2.247 -0.581
H -1.365 -3.124 -0.648
H -1.268 -1.821 0.130
O -2.860 0.110 0.219
H -2.824 -0.774 -0.164
H -3.108 -0.042 1.138
O 1.032 -2.458 -0.170
H 0.362 -1.768 -0.103
H 0.815 -3.066 0.545
O -0.659 3.459 -0.752
H -1.096 3.955 -0.051
H -1.385 3.138 -1.300
O 4.500 0.357 -0.161
H 4.587 -0.401 0.429
H 3.572 0.346 -0.420
*
```

The total energy is -12479.526 eV. The value obtained for the energy above the lowest of the compared OMol25 structures with the same formula, charge and spin is 36.6 kcal/mol. For the highest occupied orbital energy, the calculation gives -11.292 eV. The calculation puts the frontier orbital gap at 11.50 eV. As for the structure (SMILES): O.O.O.O.O.O.


[5]
The following is a DFT calculation (ωB97M-V with the def2-TZVPD basis set) of 6 unconnected molecules or ions with the total composition H12O6 in a non-equilibrium geometry.

```
! RIJCOSX wB97M-V def2-TZVPD def2/J DEFGRID3
* xyz 0 1
O 26.759 15.765 15.621
H 26.907 14.877 16.021
H 26.019 16.188 16.093
O 25.943 18.262 14.551
H 26.381 17.979 13.720
H 26.277 17.605 15.160
O 25.393 14.314 13.882
H 25.848 14.742 14.608
H 25.394 14.940 13.151
O 28.411 13.576 13.430
H 28.873 12.720 13.540
H 27.753 13.541 14.138
O 24.947 17.128 17.052
H 24.703 16.970 17.967
H 24.546 17.960 16.826
O 27.116 12.930 16.098
H 27.812 12.307 16.239
H 26.368 12.465 15.718
*
```

The total energy is -12479.844 eV. The value obtained for the energy above the lowest of the compared OMol25 structures with the same formula, charge and spin is 29.3 kcal/mol. For the highest occupied orbital energy, the calculation gives -10.649 eV. The calculation puts the frontier orbital gap at 10.95 eV. As for the structure (SMILES): O.O.O.O.O.O.


[6]
The following is a DFT calculation (ωB97M-V with the def2-TZVPD basis set) of 6 unconnected molecules or ions with the total composition H12O6 in a non-equilibrium geometry.

```
! RIJCOSX wB97M-V def2-TZVPD def2/J DEFGRID3
* xyz 0 1
O -0.767 -0.687 1.350
H -0.747 -1.180 2.214
H 0.100 -0.567 1.020
O 2.053 -0.864 0.904
H 2.444 0.015 1.011
H 2.112 -0.971 -0.065
O 0.830 -0.948 -1.578
H -0.074 -1.013 -1.379
H 1.103 -0.033 -1.403
O 1.486 1.368 -0.445
H 1.807 2.206 -0.767
H 0.591 1.536 -0.098
O -1.173 1.757 0.267
H -1.348 1.222 1.068
H -1.808 1.148 -0.238
O -2.056 -0.677 -0.710
H -2.614 -1.242 -1.275
H -1.940 -1.069 0.125
*
```

The total energy is -12480.230 eV. The value obtained for the energy above the lowest of the compared OMol25 structures with the same formula, charge and spin is 20.4 kcal/mol. For the highest occupied orbital energy, the calculation gives -10.661 eV. The calculation puts the frontier orbital gap at 11.12 eV. As for the structure (SMILES): O.O.O.O.O.O.


> Number 1 is which compound?

H12O6


> What is the formula in the first record?

H12O6